1.
This record from the OMol25 dataset describes a cluster of 2 separate species, C2H8N2O2S in total. The level of theory is wB97M-V/def2-TZVPD.

Calculated values
**HOMO energy**: -0.325 Ha
**Molar mass**: 124.16 g/mol
**Calculated total energy**: -739.0625 a.u.
**ΔE to the lowest compared entry with this formula, charge and spin**: 50.40 kcal per mole
**Total charge**: 0

Structure (XYZ):
```
15
Properties=species:S:1:pos:R:3:mulliken_charge:R:1
C 1.46 -0.01 -1.66 -1.018
C -1.64 -1.01 0.60 -0.005
N 0.45 0.44 -0.70 -0.343
N -2.15 -0.19 1.40 -0.519
O 1.60 1.71 1.00 -0.449
O -0.81 2.08 0.64 -0.540
S 0.51 1.82 -0.23 0.400
H 2.41 0.44 -1.66 0.366
H 1.66 -1.04 -1.44 0.313
H 1.05 0.21 -2.59 0.345
H -1.84 -2.05 0.73 0.320
H -0.88 -0.55 -0.12 0.181
H -1.34 1.29 0.88 0.455
H 1.43 2.42 1.52 0.284
H -2.94 -0.48 2.02 0.209
```

2.
This record from the OMol25 dataset describes the molecule C2H5NO3S. The level of theory is wB97M-V/def2-TZVPD.

Calculated values
**HOMO energy (spin up / spin down)**: -0.294 / -0.290 Ha
**Molar mass**: 123.13 g/mol
**Calculated total energy**: -757.7498 a.u.
**ΔE to the lowest compared entry with this formula, charge and spin**: 94.80 kcal per mole
**Total charge**: 0

Structure (XYZ):
```
12
Properties=species:S:1:pos:R:3:mulliken_charge:R:1
C 1.59 -0.04 -0.10 0.713
C 0.45 -0.64 0.42 -0.540
N -0.59 0.19 0.45 -0.157
O 2.59 -0.92 -0.29 -0.449
O 1.52 1.13 -0.43 -0.664
O -3.10 0.29 0.63 -0.595
S -2.36 -0.08 -0.65 0.285
H 0.33 -1.78 0.47 0.278
H 3.38 -0.45 -0.63 0.354
H -0.16 0.99 0.23 0.226
H -1.26 0.25 1.24 0.377
H -2.41 1.06 -1.36 0.170
```

3.
This record from the OMol25 dataset describes the molecule C9H17NO5. The level of theory is wB97M-V/def2-TZVPD.

Calculated values
**HOMO energy**: -0.374 Ha
**Molar mass**: 219.24 g/mol
**Calculated total energy**: -783.8802 a.u.
**ΔE to the lowest compared entry with this formula, charge and spin**: 118.52 kcal per mole
**Total charge**: 0
**Structure (SMILES)**: C[C@@H](O)COC(=O)NCCCCOC=O

Structure (XYZ):
```
32
Properties=species:S:1:pos:R:3:mulliken_charge:R:1
C -0.02 2.38 -1.16 -0.730
C -1.62 2.02 -1.11 0.175
O -1.82 0.65 -1.61 -0.574
C -2.34 2.33 0.35 -0.508
O -1.47 2.10 1.51 -0.341
C -1.44 0.69 1.93 0.578
O -2.38 -0.23 1.70 -0.572
N -0.21 0.25 2.75 -0.333
C 0.35 -1.06 2.24 -0.578
C 1.06 -0.76 0.80 0.298
C 2.17 -1.87 0.33 -0.682
C 1.43 -2.94 -0.68 -0.462
O 1.67 -2.69 -2.11 -0.337
C 1.11 -1.40 -2.54 0.352
O 1.72 -0.48 -3.30 -0.500
H 0.68 1.59 -0.67 0.056
H 0.20 3.47 -0.74 0.289
H 0.28 2.40 -2.32 0.292
H -2.16 2.74 -1.89 0.292
H -2.19 0.04 -0.91 0.353
H -3.38 1.79 0.39 0.314
H -2.58 3.49 0.34 0.336
H 0.52 1.00 2.74 0.315
H 1.20 -1.46 2.97 0.329
H -0.46 -1.94 2.17 0.244
H 1.63 0.28 0.88 0.301
H 0.21 -0.57 -0.02 -0.373
H 2.68 -2.37 1.26 0.378
H 2.99 -1.31 -0.34 0.293
H 0.27 -3.03 -0.45 0.301
H 1.88 -4.01 -0.40 0.255
H 0.03 -1.11 -2.14 0.239
```